Record 1
ORCA calculation (ωB97M-V/def2-TZVPD) on a structure of composition C21H50B3ClN4O3 in a non-equilibrium geometry.

Cartesian coordinates (Å):
1 C 2.505 -5.482 -0.925
2 C 1.627 -4.658 -0.969
3 C 0.609 -3.499 -0.712
4 B -0.923 -3.969 -0.813
5 O -1.513 -5.041 -0.121
6 B -2.931 -4.840 -0.309
7 N -3.851 -5.876 -0.832
8 O -3.494 -3.544 -0.017
9 B -2.735 -2.606 -0.755
10 Cl -2.892 -0.811 -0.578
11 O -1.788 -3.181 -1.668
12 H 3.395 -6.124 -0.747
13 H 0.820 -2.714 -1.502
14 H 0.791 -3.011 0.292
15 H -3.636 -6.793 -0.413
16 H -3.648 -5.963 -1.841
17 C -0.487 1.773 -0.917
18 C 0.942 2.284 -0.791
19 N 1.940 1.297 -1.177
20 C 3.297 1.660 -0.789
21 C 3.915 2.904 -1.431
22 C 1.804 0.737 -2.514
23 C 1.813 1.707 -3.698
24 H -0.622 0.842 -0.363
25 H -1.181 2.510 -0.506
26 H -0.772 1.604 -1.958
27 H 1.099 2.549 0.259
28 H 1.041 3.215 -1.366
29 H 3.962 0.808 -0.966
30 H 3.312 1.801 0.298
31 H 4.200 2.727 -2.468
32 H 4.828 3.178 -0.894
33 H 3.248 3.767 -1.392
34 H 0.868 0.169 -2.552
35 H 2.581 -0.018 -2.671
36 H 1.176 2.577 -3.533
37 H 1.437 1.196 -4.590
38 H 2.820 2.051 -3.934
39 C 3.811 -1.809 0.796
40 C 5.161 -1.159 1.073
41 N 5.301 -0.661 2.433
42 C 6.455 0.210 2.612
43 C 7.845 -0.399 2.418
44 C 5.078 -1.629 3.498
45 C 5.946 -2.890 3.509
46 H 2.988 -1.134 1.047
47 H 3.729 -2.053 -0.266
48 H 3.682 -2.739 1.355
49 H 5.256 -0.318 0.380
50 H 5.958 -1.870 0.815
51 H 6.410 0.671 3.604
52 H 6.355 1.049 1.913
53 H 8.129 -1.037 3.254
54 H 8.591 0.400 2.362
55 H 7.922 -0.976 1.494
56 H 4.030 -1.942 3.460
57 H 5.172 -1.129 4.467
58 H 6.029 -3.350 2.523
59 H 5.500 -3.633 4.176
60 H 6.949 -2.690 3.886
61 C -9.030 2.616 1.106
62 C -7.514 2.462 1.138
63 N -6.978 1.753 -0.014
64 C -5.587 1.350 0.153
65 C -4.537 2.455 0.286
66 C -7.317 2.301 -1.320
67 C -6.929 3.753 -1.608
68 H -9.521 1.648 0.982
69 H -9.377 3.049 2.047
70 H -9.357 3.279 0.303
71 H -7.268 1.896 2.042
72 H -7.059 3.455 1.256
73 H -5.300 0.692 -0.672
74 H -5.523 0.718 1.046
75 H -4.338 2.944 -0.668
76 H -3.590 2.022 0.623
77 H -4.822 3.215 1.017
78 H -8.398 2.207 -1.458
79 H -6.892 1.662 -2.101
80 H -7.180 4.425 -0.784
81 H -7.471 4.107 -2.489
82 H -5.867 3.855 -1.829

Force components x, y, z for each atom (eV/Å):
1.057 -0.447 0.373
-1.043 1.624 1.304
1.110 -0.960 -1.075
0.255 -0.322 -0.498
-1.086 2.072 -0.997
-0.742 -0.323 0.244
1.204 0.087 0.408
2.182 0.359 -1.393
-0.599 -0.769 -0.286
0.008 -1.629 -0.165
-0.055 0.619 2.587
-1.461 0.774 -0.563
-0.397 -0.801 0.949
0.015 -0.729 -0.976
-0.033 0.464 -0.465
-0.376 -0.053 0.553
0.015 0.051 -0.061
-0.174 -0.064 -0.062
0.336 -0.227 0.130
0.045 0.064 0.253
0.212 0.067 -0.039
-0.323 -0.122 -0.054
0.050 -0.057 -0.246
0.096 0.040 -0.071
0.045 -0.007 -0.032
-0.018 -0.044 0.055
0.241 -0.057 -0.076
-0.051 0.104 0.007
-0.188 -0.034 -0.143
-0.166 -0.011 -0.033
-0.068 0.065 -0.002
-0.061 -0.029 -0.008
-0.003 -0.060 -0.018
-0.027 0.097 0.083
0.091 0.131 0.202
0.026 -0.024 0.045
0.009 0.021 0.056
-0.057 0.102 0.035
-0.036 -0.053 0.069
-0.153 -0.140 0.042
0.060 0.330 0.151
0.022 0.212 -0.110
0.212 0.061 0.064
-0.295 -0.177 -0.043
0.050 -0.151 0.194
0.080 0.011 0.026
0.029 -0.019 0.048
-0.022 0.023 -0.037
0.189 0.075 0.220
0.020 -0.061 -0.114
-0.124 -0.166 0.008
-0.112 -0.122 -0.070
-0.009 -0.055 -0.075
-0.061 -0.032 -0.002
-0.038 0.002 0.051
0.035 0.033 -0.126
0.108 0.161 -0.165
-0.005 0.055 0.003
0.010 0.043 -0.041
0.021 -0.035 -0.116
-0.036 0.057 -0.060
-0.157 0.021 -0.090
0.190 -0.271 -0.047
0.048 -0.135 0.160
0.228 0.003 -0.037
-0.336 0.060 -0.024
0.029 0.109 -0.227
0.073 0.040 -0.054
0.045 0.000 -0.045
-0.015 -0.051 0.022
0.204 -0.052 -0.153
-0.016 0.086 0.095
-0.207 0.114 -0.055
-0.149 0.071 0.006
-0.035 0.064 0.050
-0.064 0.006 -0.001
-0.020 -0.026 -0.048
0.022 0.013 0.127
0.126 -0.069 0.214
0.017 -0.050 0.011
0.017 -0.025 0.051
-0.013 0.065 0.103

Results
LUMO: 0.2862 eV
orbital gap: 8.302 eV
DFT total energy: -49248.1280 eV
net charge: 0

The molecule's Löwdin atomic charges, reported in e, are given here: C 0.072; C -0.132; C -0.040; B -0.480; O 0.272; B -0.539; N 0.169; O 0.220; B -0.878; Cl 0.776; O 0.180; H 0.050; H 0.119; H 0.130; H 0.085; H 0.097; C -0.107; C -0.267; N -0.190; C -0.257; C -0.082; C -0.251; C -0.083; H 0.040; H 0.068; H 0.068; H 0.120; H 0.100; H 0.094; H 0.113; H 0.055; H 0.071; H 0.068; H 0.097; H 0.114; H 0.068; H 0.073; H 0.054; C -0.094; C -0.272; N -0.192; C -0.252; C -0.089; C -0.248; C -0.086; H 0.078; H 0.071; H 0.064; H 0.096; H 0.101; H 0.112; H 0.106; H 0.054; H 0.071; H 0.067; H 0.101; H 0.115; H 0.067; H 0.072; H 0.053; C -0.093; C -0.275; N -0.195; C -0.271; C -0.092; C -0.248; C -0.086; H 0.079; H 0.072; H 0.063; H 0.118; H 0.098; H 0.075; H 0.110; H 0.057; H 0.051; H 0.069; H 0.101; H 0.115; H 0.067; H 0.072; H 0.053

=====

Record 2
ORCA calculation (ωB97M-V/def2-TZVPD) on a cluster of 8 separate species, C21H50Cl4O18P3 in total in a non-equilibrium geometry.

Cartesian coordinates (Å):
1 C 1.119 1.715 -1.841
2 C 1.268 0.866 -0.536
3 O 0.617 1.177 0.484
4 O 2.227 0.018 -0.495
5 H 1.132 2.750 -1.499
6 H 0.225 1.531 -2.437
7 H 1.973 1.515 -2.489
8 C 6.985 1.226 -3.190
9 Cl 6.400 0.630 -4.778
10 Cl 8.350 2.350 -3.386
11 H 6.177 1.788 -2.720
12 H 7.184 0.424 -2.479
13 C 1.291 -2.169 -5.630
14 Cl -0.109 -1.185 -6.131
15 Cl 0.858 -3.920 -5.888
16 H 2.160 -1.888 -6.225
17 H 1.461 -1.963 -4.573
18 C -6.558 -1.095 -0.558
19 O -5.931 0.149 -0.584
20 P -6.634 1.439 -1.261
21 O -7.786 1.987 -0.428
22 O -6.998 0.908 -2.751
23 C -5.984 0.388 -3.635
24 O -5.470 2.499 -1.537
25 C -4.905 3.102 -0.399
26 H -6.660 -1.532 0.435
27 H -6.041 -1.850 -1.151
28 H -7.592 -1.138 -0.901
29 H -4.941 0.211 -3.371
30 H -5.910 1.105 -4.453
31 H -6.380 -0.536 -4.055
32 H -5.602 3.185 0.435
33 H -4.686 4.159 -0.549
34 H -3.970 2.648 -0.070
35 C -3.938 -5.556 5.204
36 O -2.935 -4.586 5.294
37 P -1.472 -4.771 4.634
38 O -0.568 -3.591 4.751
39 O -1.934 -5.141 3.132
40 C -1.827 -4.146 2.039
41 O -0.985 -6.204 5.296
42 C -0.567 -6.300 6.604
43 H -4.861 -5.096 4.854
44 H -4.249 -5.909 6.188
45 H -3.792 -6.329 4.449
46 H -0.819 -4.076 1.630
47 H -2.238 -3.171 2.299
48 H -2.499 -4.358 1.208
49 H -0.455 -5.349 7.125
50 H 0.456 -6.655 6.481
51 H -1.242 -6.951 7.159
52 C -0.629 5.023 4.369
53 O -1.719 4.167 4.751
54 P -1.571 3.179 6.057
55 O -0.352 2.324 6.050
56 O -1.765 4.262 7.282
57 C -1.429 3.916 8.614
58 O -2.974 2.364 6.049
59 C -3.398 1.568 5.005
60 H 0.070 4.444 3.766
61 H -0.046 5.482 5.167
62 H -0.951 5.894 3.798
63 H -2.305 3.938 9.262
64 H -0.754 4.657 9.041
65 H -1.014 2.917 8.753
66 H -3.601 0.605 5.472
67 H -2.772 1.587 4.113
68 H -4.349 2.018 4.720
69 O 4.079 -5.271 1.976
70 C 4.686 -6.264 1.639
71 O 5.163 -6.485 0.403
72 C 5.167 -5.423 -0.592
73 C 5.986 -5.721 -1.815
74 C 4.969 -7.385 2.582
75 H 5.651 -4.581 -0.098
76 H 4.276 -4.970 -1.027
77 H 6.959 -6.074 -1.473
78 H 6.195 -4.782 -2.328
79 H 5.603 -6.439 -2.540
80 H 5.030 -8.320 2.025
81 H 4.154 -7.423 3.305
82 H 5.934 -7.062 2.972
83 O 1.634 7.798 -8.879
84 C 2.725 7.866 -8.306
85 O 3.527 6.873 -7.966
86 C 3.070 5.518 -8.019
87 C 3.108 4.887 -6.620
88 C 3.172 9.282 -7.911
89 H 3.694 4.897 -8.662
90 H 2.068 5.364 -8.419
91 H 2.493 5.489 -5.951
92 H 4.135 4.862 -6.255
93 H 2.722 3.868 -6.655
94 H 2.496 10.106 -8.140
95 H 4.147 9.432 -8.374
96 H 3.366 9.309 -6.839

Force components x, y, z for each atom (eV/Å):
0.238 -0.371 0.419
1.983 -0.822 1.341
-0.973 0.470 -0.800
-0.959 0.590 -1.202
-0.105 0.125 -0.257
-0.275 -0.051 0.280
0.084 0.078 0.048
-0.804 0.474 0.196
0.298 0.014 0.696
-0.091 -0.426 0.134
0.012 0.075 -0.399
0.517 -0.150 -0.612
-0.637 -0.260 -0.017
0.352 0.049 0.012
0.601 0.878 0.237
-0.265 -0.295 -0.020
-0.052 -0.335 -0.147
-1.115 -1.781 0.101
0.366 1.413 -0.335
-2.233 0.270 1.011
2.445 -1.399 -2.296
0.813 0.501 1.604
-0.441 0.185 -1.567
-0.572 -1.234 -0.240
0.592 1.456 1.594
0.535 0.518 0.377
0.425 0.302 -0.172
-0.093 0.706 -0.366
-0.285 0.165 1.289
-0.111 0.009 -0.091
-0.011 -0.016 0.134
-0.195 -0.656 0.038
0.091 -0.058 -0.847
-0.168 -0.392 -0.218
-1.635 -0.068 -0.392
1.235 0.679 0.368
-0.010 0.521 -0.265
-1.463 -2.024 0.282
0.725 0.278 -0.314
-0.335 0.236 0.078
-1.660 1.933 -3.436
1.324 0.239 1.016
0.024 0.567 -0.165
0.660 -0.469 0.073
0.626 -0.266 0.420
-0.016 0.011 0.494
0.645 0.083 0.815
-0.004 -1.208 0.226
-0.353 0.228 -0.074
-0.022 -0.580 0.849
0.275 -0.145 0.058
0.904 -0.090 -0.373
-0.082 -0.380 1.675
0.164 0.156 -0.899
-1.509 1.322 0.483
0.164 -1.385 -1.399
-0.093 -0.149 1.059
2.514 2.778 1.799
-1.439 -0.400 -0.811
-0.070 0.011 -0.065
-0.289 -0.471 0.651
-0.708 -0.422 -0.169
-0.383 0.094 -0.309
0.238 -0.029 -0.342
0.272 0.034 -0.477
0.256 -0.341 -0.762
0.324 -0.420 0.297
-0.239 -0.325 -0.348
0.656 -0.483 -0.541
-1.534 1.300 -0.121
-0.211 -0.224 -1.276
0.562 1.547 0.162
1.357 -0.757 0.327
-0.062 0.052 -0.757
-0.029 0.089 0.100
-1.119 -0.821 1.143
0.213 -0.225 -0.224
-0.272 0.055 -0.033
-0.315 0.006 0.227
0.290 -0.011 0.237
0.444 0.088 0.170
0.011 -0.634 0.604
1.740 -1.155 0.745
-3.250 2.266 -1.011
0.266 -0.082 0.067
-0.525 -1.732 0.421
0.192 0.729 -0.371
1.337 -1.001 0.508
0.463 0.597 -0.213
-0.084 0.898 -0.073
0.025 -0.163 0.162
-0.067 -0.004 0.145
-0.024 0.063 -0.037
-0.168 -0.655 -0.380
0.064 0.315 -0.056
0.028 -0.087 0.106

Results
LUMO: 1.9905 eV
orbital gap: 5.836 eV
DFT total energy: -137404.6929 eV
net charge: -1

The molecule's Löwdin atomic charges, reported in e, are given here: C -0.062; C -0.786; O -0.114; O -0.158; H 0.049; H 0.041; H 0.038; C -1.000; Cl 0.461; Cl 0.472; H 0.027; H 0.037; C -0.958; Cl 0.464; Cl 0.432; H 0.026; H 0.033; C -0.143; O -0.210; P 0.470; O -0.273; O -0.225; C -0.103; O -0.198; C -0.123; H 0.088; H 0.088; H 0.088; H 0.097; H 0.085; H 0.086; H 0.083; H 0.089; H 0.101; C -0.141; O -0.224; P 0.481; O -0.227; O -0.241; C -0.054; O -0.238; C -0.148; H 0.082; H 0.087; H 0.088; H 0.096; H 0.088; H 0.077; H 0.090; H 0.093; H 0.090; C -0.107; O -0.230; P 0.497; O -0.238; O -0.225; C -0.128; O -0.233; C -0.127; H 0.095; H 0.080; H 0.082; H 0.080; H 0.084; H 0.086; H 0.095; H 0.101; H 0.087; O 0.109; C -0.560; O -0.005; C -0.217; C -0.091; C 0.014; H 0.123; H 0.129; H 0.073; H 0.081; H 0.074; H 0.083; H 0.091; H 0.095; O 0.060; C -0.516; O 0.012; C -0.218; C -0.060; C 0.011; H 0.118; H 0.116; H 0.080; H 0.075; H 0.080; H 0.083; H 0.078; H 0.079